1.
Formula: C9H8NO5
Source: the Open Molecules 2025 dataset
Level of theory: wB97M-V/def2-TZVPD

Its electronic energy is -21188.1791 eV. The value obtained for the HOMO energy is -4.91 eV. The charge is -1. For the energy above the lowest of the compared OMol25 structures with the same formula, charge and spin, the calculation gives 1.161 eV. Its spin multiplicity is 1.

Last column: natural (NBO) charge in e.
Positions of all 23 atoms, in Å:
1 C 1.21 -1.77 -1.75  -0.20
2 C 1.91 -1.74 -0.58  -0.27
3 C 0.37 -0.65 -2.17  -0.20
4 C 1.86 -0.55 0.19  -0.15
5 C 0.37 0.42 -1.41  -0.20
6 C 1.07 0.58 -0.25  -0.14
7 C 0.46 1.64 2.15  0.72
8 C -1.99 -0.88 0.87  -0.32
9 C 0.68 1.75 0.60  0.47
10 N -2.37 0.07 0.09  0.40
11 O 1.52 1.64 2.78  -0.70
12 O -2.71 -0.03 -1.09  -0.51
13 O -0.74 1.56 2.50  -0.77
14 O -2.30 1.36 0.49  -0.54
15 O 0.48 2.82 0.04  -0.57
16 H 1.22 -2.67 -2.32  0.19
17 H 2.75 -2.33 -0.33  0.21
18 H -0.14 -0.71 -3.17  0.22
19 H 2.41 -0.60 1.12  0.22
20 H -0.27 1.24 -1.60  0.24
21 H -1.77 -1.86 0.54  0.20
22 H -2.15 -0.75 1.91  0.20
23 H -1.86 1.44 1.38  0.51

2.
Formula: C40H40IrN5O3S3Si
Source: the Open Molecules 2025 dataset
Level of theory: wB97M-V/def2-TZVPD

Its electronic energy is -98940.7875 eV. The value obtained for the HOMO energy (alpha / beta) is -10.35 / -10.24 eV. The charge is +1. For the energy above the lowest of the compared OMol25 structures with the same formula, charge and spin, the calculation gives 1.851 eV. Its spin multiplicity is 2.

Last column: Löwdin spin population.
Positions of all 93 atoms, in Å:
1 Ir 0.56 -0.26 0.44  0.61
2 S 1.21 -4.65 0.94  0.03
3 C 2.43 -3.84 1.82  -0.01
4 C 2.40 -2.49 1.65  0.02
5 C 1.34 -2.09 0.78  0.06
6 C 0.63 -3.17 0.33  0.05
7 C -0.53 -2.96 -0.50  0.00
8 C -1.33 -3.95 -1.05  0.01
9 C -2.44 -3.58 -1.78  0.00
10 C -2.72 -2.24 -1.95  0.01
11 C -1.86 -1.31 -1.39  0.00
12 N -0.79 -1.66 -0.68  0.01
13 H 3.12 -4.41 2.43  0.00
14 H 3.10 -1.82 2.13  0.00
15 H -1.08 -5.00 -0.89  0.00
16 H -3.09 -4.34 -2.20  0.00
17 H -3.58 -1.90 -2.51  0.00
18 H -2.04 -0.25 -1.52  0.00
19 C 3.88 -1.41 -1.30  0.00
20 C 3.87 -0.55 -0.08  0.00
21 C 5.04 -0.29 0.59  0.00
22 C 5.02 0.51 1.74  0.00
23 C 3.85 1.04 2.20  0.00
24 C 2.67 0.76 1.48  0.01
25 N 2.71 0.01 0.36  0.01
26 N 1.40 1.11 1.74  0.04
27 Si 1.05 2.56 2.69  0.00
28 C 1.38 2.35 4.52  0.00
29 C 2.18 3.91 2.06  0.00
30 C -0.70 3.15 2.50  0.00
31 H 4.52 -0.96 -2.07  0.00
32 H 2.88 -1.54 -1.70  0.00
33 H 4.29 -2.39 -1.06  0.00
34 H 5.96 -0.71 0.22  0.00
35 H 5.94 0.71 2.27  0.00
36 H 3.80 1.61 3.12  0.00
37 H 2.43 2.16 4.75  0.00
38 H 0.80 1.53 4.95  0.00
39 H 1.08 3.27 5.03  0.00
40 H 3.23 3.73 2.31  0.00
41 H 1.90 4.86 2.51  0.00
42 H 2.11 4.01 0.97  0.00
43 H -1.43 2.37 2.72  0.00
44 H -0.91 3.53 1.50  0.00
45 H -0.87 3.97 3.21  0.00
46 O -1.28 -1.69 2.26  0.02
47 S -2.21 -0.65 1.90  0.01
48 O -3.44 -1.00 1.24  0.01
49 N -1.33 0.38 0.96  0.02
50 C -1.93 1.36 0.16  0.00
51 C -3.22 1.81 0.22  0.00
52 C -3.65 2.85 -0.64  0.00
53 C -2.81 3.44 -1.54  0.00
54 C -1.46 3.00 -1.61  0.00
55 C -0.50 3.56 -2.48  0.00
56 C 0.78 3.08 -2.47  0.00
57 C 1.11 2.02 -1.61  0.00
58 N 0.23 1.47 -0.81  0.05
59 C -1.05 1.96 -0.78  0.01
60 C -2.62 0.19 3.39  0.00
61 C -3.92 0.65 3.58  0.00
62 C -4.24 1.25 4.79  0.00
63 C -3.28 1.38 5.78  0.00
64 C -1.99 0.89 5.58  0.00
65 C -1.66 0.29 4.38  0.00
66 H -3.91 1.37 0.92  0.00
67 H -4.68 3.18 -0.58  0.00
68 H -3.14 4.24 -2.18  0.00
69 H -0.78 4.37 -3.14  0.00
70 H 1.55 3.50 -3.11  0.00
71 H 2.11 1.60 -1.57  0.00
72 H -4.66 0.52 2.80  0.00
73 H -5.25 1.61 4.96  0.00
74 H -3.53 1.84 6.72  0.00
75 H -1.25 0.97 6.37  0.00
76 H -0.67 -0.12 4.20  0.00
77 C 1.84 -0.42 -4.94  0.00
78 S 0.52 -0.47 -3.73  0.00
79 O 1.19 -0.85 -2.44  0.00
80 C -0.27 -1.94 -4.35  0.00
81 C -1.39 -1.81 -5.16  0.00
82 C -1.98 -2.95 -5.69  0.00
83 C -1.45 -4.20 -5.39  0.00
84 C -0.35 -4.32 -4.55  0.00
85 C 0.25 -3.18 -4.02  0.00
86 H 2.42 -1.34 -4.84  0.00
87 H 2.46 0.45 -4.72  0.00
88 H 1.41 -0.33 -5.94  0.00
89 H -1.79 -0.83 -5.39  0.00
90 H -2.85 -2.87 -6.32  0.00
91 H -1.90 -5.09 -5.81  0.00
92 H 0.05 -5.30 -4.31  0.00
93 H 1.10 -3.25 -3.36  0.00

3.
Formula: C30H30N6O2PSe3TaTe
Source: the Open Molecules 2025 dataset
Level of theory: wB97M-V/def2-TZVPD

Its electronic energy is -258804.0170 eV. The value obtained for the HOMO energy is -7.46 eV. For the energy above the lowest of the compared OMol25 structures with the same formula, charge and spin, the calculation gives 4.515 eV. Its spin multiplicity is 1.

Last column: Löwdin charge in e.
Positions of all 74 atoms, in Å:
1 Ta -0.45 0.73 1.06  1.32
2 Se 2.27 -1.68 -2.79  -0.25
3 Se 4.37 -2.71 -3.46  -0.14
4 Te 3.02 -1.52 -5.21  0.26
5 Se 0.28 -0.59 -0.87  0.07
6 O -1.97 2.22 1.89  -0.10
7 C -1.39 3.06 1.14  -0.75
8 O -0.12 2.92 0.95  -0.16
9 C -2.18 3.75 0.08  -0.15
10 P -2.08 2.20 -0.97  1.05
11 C -3.75 1.56 -1.22  -0.36
12 C -4.90 2.03 -0.59  -0.08
13 C -6.11 1.39 -0.78  -0.08
14 C -6.18 0.27 -1.59  -0.08
15 C -5.04 -0.21 -2.22  -0.07
16 C -3.83 0.43 -2.03  -0.09
17 C -1.55 2.79 -2.60  -0.35
18 C -2.28 3.78 -3.27  -0.09
19 C -1.92 4.17 -4.54  -0.08
20 C -0.83 3.56 -5.17  -0.08
21 C -0.11 2.58 -4.52  -0.07
22 C -0.47 2.19 -3.23  -0.09
23 H -1.64 4.56 -0.40  0.10
24 H -3.18 4.03 0.38  0.08
25 H -4.86 2.89 0.07  0.09
26 H -7.00 1.75 -0.28  0.11
27 H -7.13 -0.24 -1.73  0.11
28 H -5.09 -1.09 -2.85  0.11
29 H -2.93 0.05 -2.50  0.11
30 H -3.14 4.24 -2.78  0.11
31 H -2.48 4.94 -5.05  0.10
32 H -0.56 3.87 -6.17  0.11
33 H 0.73 2.11 -5.00  0.11
34 H 0.10 1.43 -2.71  0.01
35 N 4.17 -0.71 0.75  0.13
36 C 3.74 -2.00 1.02  -0.40
37 C 3.95 -2.58 2.28  -0.04
38 C 3.42 -3.83 2.51  -0.08
39 C 2.70 -4.47 1.50  -0.09
40 C 2.57 -3.81 0.30  -0.15
41 N 3.09 -2.61 0.04  0.06
42 H 5.02 -0.42 1.21  0.09
43 H 4.13 -0.47 -0.23  0.08
44 H 4.50 -2.05 3.04  0.10
45 H 3.56 -4.31 3.47  0.11
46 H 2.27 -5.45 1.65  0.10
47 H 2.03 -4.28 -0.52  0.11
48 C 1.27 1.35 5.60  -0.09
49 N 1.70 1.25 4.21  -0.23
50 C 2.59 0.13 3.99  -0.09
51 C 0.58 1.29 3.27  -0.25
52 C -0.33 0.07 3.33  -0.40
53 C -1.33 -0.02 4.31  -0.03
54 C -1.91 -1.26 4.47  -0.06
55 C -1.49 -2.35 3.68  -0.06
56 C -0.57 -2.20 2.66  -0.09
57 C 0.01 -0.94 2.44  -0.24
58 H 2.15 1.51 6.22  0.09
59 H 0.75 0.45 5.95  0.09
60 H 0.60 2.20 5.72  0.09
61 H 3.46 0.24 4.65  0.09
62 H 2.94 0.13 2.96  0.07
63 H 2.13 -0.85 4.18  0.09
64 H 1.17 1.28 2.32  0.09
65 H 0.06 2.23 3.39  0.12
66 H -1.65 0.84 4.89  0.12
67 H -2.72 -1.41 5.18  0.11
68 H -1.97 -3.31 3.83  0.11
69 H -0.35 -3.02 2.00  0.10
70 N -5.00 -2.44 3.56  0.12
71 C -4.75 -1.71 2.70  -0.37
72 N -4.49 -0.82 1.74  0.12
73 C -3.31 -0.56 1.40  -0.27
74 N -2.25 -0.24 1.01  -0.03

4.
Formula: C45H37Br2N7O7P2S2ScSe2
Source: the Open Molecules 2025 dataset
Level of theory: wB97M-V/def2-TZVPD

Its electronic energy is -403757.5082 eV. The value obtained for the HOMO energy is -5.39 eV. The charge is -1. For the energy above the lowest of the compared OMol25 structures with the same formula, charge and spin, the calculation gives 6.447 eV. Its spin multiplicity is 1.

Last column: Löwdin charge in e.
Positions of all 105 atoms, in Å:
1 Sc 0.58 -1.78 -0.02  0.70
2 C 4.67 1.05 3.55  -0.02
3 C 3.28 0.49 3.50  -0.20
4 C 2.31 0.96 2.60  -0.21
5 C 0.97 0.54 2.67  -0.26
6 C 0.73 -0.71 3.27  -0.20
7 C 1.65 -1.16 4.21  -0.06
8 C 2.87 -0.51 4.37  -0.01
9 S -0.44 -1.85 2.56  0.66
10 O -0.94 -1.14 1.33  -0.44
11 O -1.43 -2.26 3.51  -0.26
12 N 0.36 -2.98 1.79  -0.24
13 C 1.57 -3.60 2.27  -0.16
14 C 2.77 -3.01 1.51  -0.61
15 O 3.90 -3.38 1.72  0.09
16 O 2.43 -2.10 0.62  -0.21
17 H 4.93 1.60 2.64  0.07
18 H 5.40 0.25 3.66  0.09
19 H 4.77 1.73 4.39  0.09
20 H 3.23 2.57 1.58  0.15
21 H 1.54 -0.14 0.80  0.05
22 H 1.42 -2.03 4.80  0.12
23 H 3.57 -0.87 5.11  0.12
24 H 1.54 -4.68 2.09  0.13
25 H 1.76 -3.47 3.34  0.11
26 Se 0.67 2.94 4.82  0.34
27 P 0.03 3.08 2.80  0.59
28 C 0.96 4.32 1.83  -0.35
29 C 1.92 5.10 2.47  -0.12
30 C 2.69 5.99 1.74  -0.09
31 C 2.51 6.11 0.37  -0.09
32 C 1.56 5.34 -0.27  -0.07
33 C 0.78 4.45 0.46  -0.10
34 C -1.69 3.68 2.77  -0.33
35 C -2.65 2.94 3.47  -0.12
36 C -3.95 3.38 3.55  -0.08
37 C -4.32 4.58 2.96  -0.07
38 C -3.38 5.34 2.29  -0.09
39 C -2.07 4.89 2.20  -0.10
40 C 0.06 1.47 1.98  -0.35
41 C 0.06 1.30 0.60  -0.41
42 N 1.25 0.58 0.12  -0.19
43 N 2.14 1.64 0.23  0.03
44 N 2.53 1.84 1.53  0.06
45 P -1.31 1.17 -0.52  0.72
46 Se -1.04 -0.53 -1.84  0.48
47 C -1.62 2.67 -1.51  -0.35
48 C -2.17 3.77 -0.86  -0.10
49 C -2.40 4.94 -1.55  -0.06
50 C -2.11 5.01 -2.91  -0.07
51 C -1.60 3.90 -3.56  -0.07
52 C -1.36 2.73 -2.86  -0.12
53 C -2.87 0.98 0.38  -0.32
54 C -4.03 1.08 -0.40  -0.09
55 C -5.27 0.88 0.17  -0.07
56 C -5.36 0.57 1.52  -0.07
57 C -4.22 0.47 2.29  -0.08
58 C -2.97 0.68 1.72  -0.10
59 H 2.06 4.99 3.54  0.05
60 H 3.43 6.60 2.25  0.10
61 H 3.12 6.80 -0.20  0.10
62 H 1.41 5.42 -1.34  0.10
63 H 0.05 3.85 -0.06  0.07
64 H -2.35 2.03 3.96  0.10
65 H -4.68 2.79 4.08  0.11
66 H -5.34 4.92 3.03  0.10
67 H -3.65 6.28 1.85  0.10
68 H -1.34 5.50 1.68  0.10
69 H -2.43 3.71 0.19  0.09
70 H -2.82 5.79 -1.04  0.11
71 H -2.30 5.92 -3.45  0.10
72 H -1.39 3.94 -4.62  0.11
73 H -0.98 1.85 -3.37  0.05
74 H -3.95 1.30 -1.46  0.11
75 H -6.15 0.95 -0.44  0.10
76 H -6.33 0.41 1.97  0.10
77 H -4.29 0.23 3.34  0.12
78 H -2.07 0.59 2.32  0.08
79 Br 2.74 -1.32 -2.32  0.70
80 C 3.05 0.13 -3.57  -1.01
81 Br 2.28 1.81 -3.09  0.63
82 H 2.66 -0.18 -4.53  0.01
83 H 4.13 0.26 -3.59  0.00
84 O -1.31 -6.34 -7.47  -0.37
85 S -0.92 -7.73 -7.46  0.39
86 O -1.98 -8.67 -7.12  -0.36
87 O -0.05 -8.14 -8.54  -0.36
88 C 0.13 -7.88 -5.98  -0.34
89 N 0.86 -8.99 -5.86  0.13
90 C 1.56 -9.13 -4.75  -0.12
91 C 1.57 -8.18 -3.74  0.00
92 C 0.80 -7.05 -3.97  -0.22
93 N 0.08 -6.91 -5.08  0.16
94 C 0.70 -5.92 -3.02  -0.11
95 C 1.57 -5.75 -1.94  0.02
96 C 1.42 -4.65 -1.12  -0.11
97 N 0.47 -3.71 -1.30  -0.03
98 C -0.36 -3.88 -2.34  -0.12
99 C -0.29 -4.95 -3.21  0.04
100 H 2.14 -10.04 -4.66  0.11
101 H 2.14 -8.33 -2.84  0.10
102 H 2.37 -6.44 -1.75  0.11
103 H 2.11 -4.49 -0.30  0.10
104 H -1.14 -3.13 -2.47  0.05
105 H -0.96 -5.05 -4.04  0.13